{"formula": "C26H60ClN4O15P4", "method": "ωB97M-V/def2-TZVPD", "homo_ev": -11.64, "charge": 1, "symbols": ["C", "C", "O", "C", "O", "C", "C", "C", "N", "C", "N", "C", "N", "P", "O", "Cl", "N", "H", "H", "H", "H", "H", "H", "H", "H", "H", "H", "H", "H", "H", "H", "H", "O", "P", "O", "C", "C", "O", "C", "C", "O", "C", "C", "H", "H", "H", "H", "H", "H", "H", "H", "H", "H", "H", "H", "H", "H", "H", "O", "P", "O", "C", "C", "O", "C", "C", "O", "C", "C", "H", "H", "H", "H", "H", "H", "H", "H", "H", "H", "H", "H", "H", "H", "H", "O", "P", "O", "C", "C", "O", "C", "C", "O", "C", "C", "H", "H", "H", "H", "H", "H", "H", "H", "H", "H", "H", "H", "H", "H", "H"], "xyz": [[3.839, -1.932, -2.401], [2.429, -2.007, -2.996], [1.508, -1.106, -2.351], [1.026, -1.569, -1.177], [1.103, -2.717, -0.805], [0.333, -0.500, -0.372], [0.907, -0.321, 1.048], [2.383, -0.677, 1.228], [3.257, 0.423, 0.812], [4.382, 0.875, 1.351], [4.861, 1.917, 0.693], [4.004, 2.143, -0.302], [4.048, 3.128, -1.220], [2.793, 3.179, -2.387], [2.597, 4.743, -2.699], [3.689, 2.317, -4.014], [3.027, 1.231, -0.245], [4.465, -1.327, -3.059], [4.311, -2.911, -2.373], [3.856, -1.441, -1.428], [2.048, -3.022, -3.065], [2.499, -1.649, -4.021], [0.340, 0.453, -0.909], [-0.723, -0.755, -0.283], [0.334, -0.824, 1.822], [0.820, 0.744, 1.281], [2.535, -0.776, 2.305], [2.684, -1.628, 0.792], [4.779, 0.403, 2.235], [4.798, 3.805, -1.154], [1.665, 4.865, -2.922], [2.219, 1.091, -0.841], [1.608, -1.389, 4.932], [0.772, -1.153, 6.152], [1.868, -1.286, 7.350], [3.027, -0.452, 7.346], [2.722, 0.971, 7.783], [0.073, -2.635, 6.229], [-0.097, -3.465, 5.081], [0.994, -4.516, 4.999], [-0.405, -0.495, 6.979], [-0.830, -1.017, 8.266], [-0.315, -0.179, 9.413], [3.486, -0.456, 6.355], [3.736, -0.911, 8.035], [1.877, 1.386, 7.227], [3.592, 1.610, 7.628], [2.461, 1.008, 8.840], [-0.125, -2.865, 4.171], [-1.071, -3.945, 5.180], [1.976, -4.074, 5.162], [0.983, -5.010, 4.026], [0.849, -5.272, 5.771], [-0.546, -2.058, 8.381], [-1.918, -0.976, 8.241], [0.722, -0.420, 9.640], [-0.901, -0.382, 10.310], [-0.370, 0.884, 9.181], [-1.309, 2.599, 0.098], [-1.831, 3.978, 0.090], [-1.379, 4.726, 1.447], [-0.013, 4.582, 1.835], [0.934, 5.428, 1.003], [-3.413, 3.833, 0.364], [-4.098, 2.584, 0.216], [-4.286, 1.904, 1.557], [-1.938, 5.157, -0.945], [-2.643, 6.385, -0.622], [-1.690, 7.509, -0.284], [0.269, 3.528, 1.768], [0.048, 4.870, 2.884], [0.751, 5.282, -0.064], [1.965, 5.147, 1.231], [0.826, 6.491, 1.209], [-3.566, 1.934, -0.478], [-5.067, 2.808, -0.230], [-3.360, 1.909, 2.133], [-4.617, 0.874, 1.426], [-5.033, 2.433, 2.149], [-3.363, 6.225, 0.176], [-3.203, 6.636, -1.521], [-1.331, 7.423, 0.741], [-2.203, 8.467, -0.370], [-0.824, 7.505, -0.945], [-3.952, -3.958, -7.714], [-2.983, -3.654, -6.656], [-1.681, -2.956, -7.302], [-1.870, -1.884, -8.236], [-2.248, -0.578, -7.560], [-2.352, -5.090, -6.243], [-2.992, -6.317, -6.611], [-2.349, -6.918, -7.844], [-2.992, -3.064, -5.187], [-1.795, -3.049, -4.389], [-1.165, -1.673, -4.339], [-2.626, -2.164, -8.972], [-0.925, -1.772, -8.766], [-3.085, -0.713, -6.872], [-2.526, 0.166, -8.307], [-1.414, -0.181, -6.982], [-4.058, -6.162, -6.767], [-2.884, -6.995, -5.763], [-2.213, -6.165, -8.621], [-2.958, -7.730, -8.241], [-1.361, -7.314, -7.603], [-1.081, -3.793, -4.730], [-2.112, -3.341, -3.387], [-0.589, -1.475, -5.243], [-0.476, -1.604, -3.498], [-1.921, -0.892, -4.251]], "forces_ev_per_a": [[0.02, 0.22, -0.47], [0.56, 0.04, -0.97], [0.42, -0.22, 0.72], [-0.68, -0.69, 0.25], [0.35, 0.70, -0.30], [-0.14, 0.31, -0.01], [0.30, 0.51, -0.29], [-0.52, -0.16, 0.93], [0.64, -0.06, 0.24], [-0.44, -0.21, -0.08], [0.62, 0.53, 0.06], [0.03, -0.38, 0.56], [0.06, 0.76, -0.40], [-1.34, -1.10, 0.16], [0.76, -0.15, 0.02], [0.29, 0.46, -0.05], [-0.84, -0.32, -0.62], [0.01, 0.10, 0.10], [-0.10, -0.04, 0.34], [-0.04, -0.31, 0.17], [-0.23, 0.04, 0.46], [-0.29, 0.11, 0.01], [-0.01, -0.04, -0.06], [0.01, -0.12, -0.09], [0.01, -0.33, -0.19], [-0.19, -0.04, 0.16], [0.20, 0.05, -0.02], [-0.01, 0.15, -0.36], [0.22, 0.14, 0.01], [0.17, -0.19, 0.09], [-0.01, 0.26, -0.04], [0.01, 0.07, -0.07], [-1.11, 3.62, -1.08], [1.31, -6.86, 2.77], [-0.35, 0.72, -0.12], [0.27, 0.14, -0.01], [-0.08, -0.07, 0.11], [-0.42, 0.36, 0.02], [0.24, -0.20, -0.08], [0.02, -0.10, 0.16], [0.31, 2.26, -1.85], [-0.38, 0.00, 0.67], [0.38, 0.06, -0.08], [-0.10, -0.08, -0.04], [-0.06, -0.07, 0.00], [0.07, 0.04, -0.08], [0.00, -0.01, -0.03], [-0.02, 0.01, 0.00], [0.08, 0.06, 0.03], [-0.02, 0.05, 0.10], [-0.02, 0.11, -0.13], [-0.02, -0.01, 0.01], [0.00, -0.02, -0.02], [0.15, 0.00, -0.25], [0.01, 0.06, -0.24], [0.01, 0.00, -0.04], [-0.08, 0.01, -0.06], [-0.16, 0.00, 0.04], [1.62, 0.58, -1.91], [-3.81, -0.03, 3.29], [0.27, 0.01, -0.63], [0.41, -0.04, 0.27], [-0.02, 0.04, -0.02], [0.23, 0.22, -0.16], [-0.12, -0.32, 0.14], [-0.07, 0.16, 0.15], [1.62, -0.83, -0.88], [-0.22, 0.62, -0.17], [0.22, -0.15, 0.28], [-0.08, -0.01, -0.02], [-0.13, 0.03, -0.01], [0.11, -0.06, 0.00], [0.01, 0.00, -0.04], [-0.06, -0.01, 0.02], [0.14, 0.06, 0.03], [0.03, 0.13, 0.00], [0.08, -0.09, -0.12], [-0.02, 0.01, -0.01], [-0.01, -0.02, 0.01], [0.07, -0.25, 0.04], [0.04, -0.19, -0.08], [0.01, -0.04, 0.00], [-0.03, -0.02, -0.08], [-0.09, 0.08, -0.11], [-1.59, 1.71, 0.98], [3.52, -3.36, -0.73], [-0.34, 0.37, 0.33], [-0.05, 0.24, -0.29], [0.13, -0.04, 0.15], [0.02, 0.32, 0.22], [-0.06, -0.25, -0.24], [0.25, 0.01, 0.04], [-1.58, 0.95, -0.58], [0.25, 0.13, 0.53], [0.05, 0.10, -0.35], [-0.04, -0.12, 0.09], [0.04, -0.10, 0.06], [-0.08, 0.02, -0.11], [-0.03, -0.03, -0.02], [0.00, 0.01, 0.00], [0.02, 0.14, -0.06], [0.07, 0.09, 0.06], [-0.19, 0.03, -0.01], [0.00, 0.00, 0.01], [-0.01, -0.02, -0.01], [-0.12, -0.07, -0.18], [-0.15, -0.05, -0.07], [-0.05, -0.02, -0.04], [-0.11, -0.05, 0.02], [-0.03, -0.05, 0.13]]}